[1]
48
Properties=species:S:1:pos:R:3:forces:R:3:lowdin_charge:R:1 method="wB97M-V/def2-TZVPD" total_energy_ev=-197322.8926 fmax_ev_per_a=0.6 homo_energy_ev=-2.28 orbital_gap_ev=6.6 total_charge=-2 de_lowest_ev=0.932
Tl -0.740462 -0.023082 -0.726916 -0.1 -0.1 0.2 0.7913
Br -3.810020 1.284112 -2.334603 0.0 0.0 0.0 0.7408
C -2.953075 2.781774 -1.536652 0.0 0.1 0.1 -0.7350
C -3.271338 4.055316 -1.978152 0.0 0.0 0.0 -0.1242
C -2.649456 5.114110 -1.334063 0.0 0.0 0.0 -0.0749
C -1.764645 4.859251 -0.300754 0.0 0.0 0.0 -0.0157
C -1.506541 3.541285 0.054350 0.0 -0.1 0.0 -0.1688
N -2.104352 2.520366 -0.568804 -0.1 0.1 0.0 0.0372
C -0.515448 3.222644 1.188872 0.1 0.1 -0.1 -0.6590
O -0.372087 4.131786 2.023637 0.0 0.0 0.0 -0.0340
O 0.037775 2.103426 1.119803 -0.1 -0.1 0.1 -0.1127
H -3.974669 4.198490 -2.785226 0.0 0.0 0.0 0.0882
H -2.869869 6.132023 -1.634346 0.0 0.0 0.0 0.0973
H -1.271850 5.644773 0.253426 0.0 0.0 0.0 0.1080
N -2.195819 -0.218555 1.655660 -0.1 -0.1 -0.2 -0.0423
C -1.824871 -1.193790 2.679896 0.0 0.1 0.0 -0.2808
C -0.560767 -0.774112 3.431310 0.0 -0.1 0.0 -0.2005
C 0.740997 -1.264124 2.812548 0.0 0.1 -0.1 -0.2879
N 0.970377 -0.646143 1.510105 0.1 0.0 0.1 -0.0343
H -2.323191 0.703524 2.056919 0.1 0.0 0.0 0.0724
H -3.074301 -0.511882 1.232415 0.0 0.1 0.1 0.0178
H -1.663935 -2.149465 2.173861 0.0 0.0 0.0 0.0910
H -2.635001 -1.347327 3.404130 0.0 0.0 0.0 0.1006
H -0.613354 -1.162479 4.453162 0.0 0.0 0.0 0.0979
H -0.529957 0.319952 3.497929 0.0 0.0 0.1 0.1105
H 0.681124 -2.349948 2.679468 0.0 0.0 0.0 0.1076
H 1.557472 -1.073681 3.526258 0.0 0.0 0.0 0.0965
H 1.908672 -0.824795 1.172580 -0.1 -0.1 0.0 0.0342
H 0.837769 0.365227 1.553384 0.1 0.0 0.1 0.0149
O 1.491048 0.393493 -5.157760 0.0 0.0 0.1 -0.3372
S 0.862690 0.426061 -3.857183 0.0 0.3 -0.5 0.2613
O -0.548414 0.129033 -3.846463 0.2 -0.2 0.0 -0.3874
O 1.255312 1.554829 -3.017066 -0.1 0.0 -0.1 -0.4597
O 1.573345 -0.851771 -3.037206 0.1 0.2 0.3 -0.6605
Se 2.713626 -0.191742 -1.784309 0.0 -0.1 -0.1 1.1194
C 3.409089 -1.879677 -1.292772 -0.1 -0.1 -0.1 -0.5084
C 3.107535 -3.070888 -1.942407 -0.1 -0.1 0.0 -0.0737
C 3.688394 -4.240565 -1.479205 0.1 0.0 0.1 -0.1593
N 4.528129 -4.313322 -0.444074 0.0 0.0 0.0 0.0285
C 4.795836 -3.161491 0.174747 0.0 0.0 0.0 -0.1802
C 4.275297 -1.937954 -0.202282 0.0 0.0 0.0 -0.1362
H 2.421822 -3.080023 -2.777673 0.0 0.0 0.0 0.1027
H 3.461871 -5.181720 -1.969782 0.0 0.0 0.0 0.0976
H 5.459878 -3.224754 1.031471 0.0 0.0 0.0 0.0933
H 4.532891 -1.040807 0.351065 0.0 0.0 0.0 0.0990
S -2.308471 -3.004660 -0.800829 -0.1 0.0 0.1 0.3356
C -3.646269 -2.541895 0.076108 0.0 -0.2 -0.1 -1.0488
N -4.582782 -2.220822 0.695422 0.1 0.1 0.0 -0.0218

[2]
44
Properties=species:S:1:pos:R:3:forces:R:3:lowdin_charge:R:1 method="wB97M-V/def2-TZVPD" total_energy_ev=-91446.2656 multiplicity=2 fmax_ev_per_a=1.4 homo_energy_ev="-2.35 / -2.35" orbital_gap_ev="6.4 / 6.4" total_charge=-2 de_lowest_ev=1.032
Fe -0.064202 0.194234 -0.425826 -0.8 -0.3 1.1 0.7662
N -0.786727 -1.168906 2.665406 -0.1 -0.2 0.4 0.0065
C -1.397702 0.041867 3.180059 0.3 0.2 -0.5 -0.2131
C -1.210326 1.375369 2.403276 0.0 -0.3 0.3 -0.6464
O -1.493461 2.395386 3.052487 0.1 -0.1 -0.4 -0.0538
O -0.795482 1.340823 1.200195 0.3 0.0 -1.0 -0.0868
H -1.229880 -1.484006 1.812768 -0.1 0.1 -0.1 0.0302
H 0.186295 -1.007000 2.441175 0.0 0.1 -0.1 0.0310
H -1.009374 0.256194 4.177798 -0.1 -0.1 0.1 0.0919
H -2.478278 -0.098730 3.258841 0.0 0.0 0.1 0.1038
O -0.880907 -3.484247 -0.472962 0.1 0.1 0.1 -0.3461
S -0.935432 -2.217449 -1.171087 -0.4 -0.5 -0.3 0.2995
O -1.576721 -2.295688 -2.466629 0.0 0.1 0.0 -0.3510
O -1.605929 -1.157402 -0.292387 0.8 1.2 0.0 -0.3855
O 0.448279 -1.590911 -1.292472 0.3 1.4 0.2 -0.3811
Cl 7.362702 0.192638 0.963481 0.0 0.0 0.0 0.5615
C 5.603840 0.133998 0.978748 0.2 0.0 0.0 -0.6859
C 4.935052 -0.197882 2.174164 -0.1 0.0 -0.2 -0.1210
C 3.572286 -0.254546 2.198700 0.1 0.1 0.2 0.0038
C 2.771898 0.061374 1.046827 0.0 0.0 -0.1 -0.3416
O 1.520534 -0.009188 1.093416 -0.5 -0.3 -0.1 -0.0566
C 3.494694 0.429776 -0.132543 0.1 -0.3 0.1 -0.1280
C 2.791857 0.805580 -1.315033 0.4 0.0 -0.1 -0.1859
O 1.627731 1.166721 -1.396870 -0.8 -0.4 -0.1 -0.0125
C 4.900217 0.419272 -0.152874 -0.1 0.1 -0.1 -0.0896
H 5.507072 -0.409464 3.068621 0.0 0.0 0.0 0.0941
H 3.053727 -0.519561 3.111693 -0.1 0.0 0.0 0.1136
H 3.386046 0.778992 -2.247518 0.1 0.3 0.0 0.1301
H 5.415060 0.682962 -1.070916 0.0 0.0 0.0 0.1056
C -2.584161 4.387762 -2.236269 0.0 0.0 -0.1 -0.0673
C -2.469124 3.104447 -3.074590 0.1 0.0 0.2 -0.6425
C -1.765452 3.415387 -4.400911 0.0 0.0 0.0 -0.0732
C -3.870129 2.542268 -3.347103 0.0 0.0 0.0 -0.0675
C -1.686105 2.126788 -2.302729 0.0 0.1 -0.2 -0.1127
C -1.048837 1.364448 -1.619225 0.2 -0.9 0.5 0.0060
H -3.163199 5.150927 -2.769658 0.0 0.0 0.0 0.0698
H -1.590822 4.781560 -2.016109 0.0 0.0 0.0 0.0820
H -3.071669 4.166659 -1.286294 0.0 0.0 0.0 0.0863
H -2.324392 4.173591 -4.961237 0.0 0.0 0.0 0.0691
H -1.688653 2.513292 -5.011028 0.0 0.0 0.0 0.0805
H -0.756807 3.787924 -4.213301 0.0 0.0 0.0 0.0794
H -4.461519 3.259058 -3.928609 0.0 0.0 0.0 0.0699
H -4.381300 2.341819 -2.404505 0.0 0.0 0.0 0.0837
H -3.803220 1.603519 -3.899644 0.0 0.0 0.0 0.0836

[3]
38
Properties=species:S:1:pos:R:3:forces:R:3:lowdin_charge:R:1 method="wB97M-V/def2-TZVPD" total_energy_ev=-88917.0328 fmax_ev_per_a=0.6 homo_energy_ev=-4.86 orbital_gap_ev=5.1 total_charge=-1
C -1.163451 1.282527 1.265266 -0.1 -0.1 0.1 -0.1877
C -1.972075 2.526588 1.648002 0.3 -0.2 0.4 -0.3952
C -1.178760 3.513299 2.508042 0.2 -0.1 -0.5 -0.8080
Cl -0.963116 2.704542 4.145631 -0.1 0.1 0.1 0.3893
Ga 0.689398 4.075014 1.779365 0.2 0.0 -0.1 0.1696
H -0.791837 1.320469 0.243530 0.0 0.1 -0.1 0.0511
H -0.294057 1.218330 1.914399 0.1 -0.1 0.0 0.0069
H -1.730949 0.359802 1.393658 -0.1 0.0 0.0 0.0597
H -2.838751 2.204818 2.232045 -0.3 0.1 -0.2 0.0738
H -2.317527 3.042752 0.751752 -0.1 0.1 0.0 0.0943
H -1.819175 4.370029 2.705840 0.0 0.1 0.2 0.0171
H 1.201335 2.986876 0.692055 -0.1 0.0 0.1 -0.1361
H 1.720702 4.133733 3.008276 0.0 0.0 0.0 -0.1499
H 0.597240 5.491749 1.009141 -0.2 0.0 0.1 -0.1628
C 2.307675 -1.868751 -0.065205 0.2 -0.1 0.1 0.0252
C 3.611533 -1.722707 0.153837 -0.1 0.0 0.0 0.0220
C 4.117731 -1.083381 1.393225 0.1 0.1 0.0 -0.3865
O 5.309459 -0.957337 1.591271 0.0 -0.1 0.0 0.0907
C 3.116555 -0.611109 2.379723 0.0 0.0 0.0 0.0299
C 1.811855 -0.758771 2.165026 0.0 0.0 0.1 0.0308
C 1.309626 -1.401719 0.927131 -0.1 0.2 0.0 -0.3578
O 0.118555 -1.537685 0.729292 0.1 -0.2 0.0 0.0796
H 1.915735 -2.325334 -0.960294 0.0 0.0 -0.1 0.0928
H 4.359496 -2.056164 -0.554389 0.0 0.0 0.0 0.1181
H 3.506337 -0.138537 3.271760 0.0 0.0 0.0 0.1241
H 1.063971 -0.412263 2.867167 0.0 0.0 0.0 0.1215
C -2.228877 -2.647834 -4.486785 0.1 0.0 0.0 0.0138
C -0.921847 -2.513028 -4.283621 -0.1 0.0 -0.1 0.0171
C -0.399594 -1.882681 -3.045081 0.1 0.1 0.1 -0.3639
O 0.795284 -1.759905 -2.866019 -0.1 -0.1 -0.1 0.0953
C -1.384093 -1.409858 -2.042148 -0.1 0.1 0.0 0.0372
C -2.692589 -1.545869 -2.249705 0.1 0.0 0.0 0.0303
C -3.217057 -2.175010 -3.483555 -0.1 0.0 0.0 -0.3899
O -4.408555 -2.304928 -3.677598 0.0 0.0 0.0 0.0942
H -2.634123 -3.102988 -5.381794 0.0 0.0 0.0 0.1173
H -0.183841 -2.850038 -5.000816 0.0 0.0 0.0 0.1180
H -0.983631 -0.957393 -1.146568 0.0 0.0 0.0 0.0933
H -3.428584 -1.207236 -1.531858 0.0 0.0 0.0 0.1248